Computed, not measured: a 20-piece molecular cluster, C2H42O21 overall, with ωB97M-V/def2-TZVPD.

Geometry (Å):
O 0.430 -0.945 -1.485
C 0.289 -0.475 -0.202
C -0.264 0.998 -0.314
O -0.788 1.288 0.945
H 1.208 -0.609 0.293
H -0.467 -1.108 0.130
H -0.979 1.140 -1.095
H 0.533 1.705 -0.448
O 2.769 -2.525 -1.805
H 3.223 -2.487 -0.986
H 1.971 -2.050 -1.694
O -0.018 4.692 -0.507
H -0.767 4.230 -0.142
H 0.723 4.114 -0.568
O -1.159 -2.859 1.732
H -1.001 -2.718 0.764
H -0.749 -2.049 2.059
O -2.369 3.091 0.089
H -1.763 2.372 0.294
H -2.620 3.510 0.928
O 0.864 -1.270 -3.997
H 0.688 -1.214 -3.023
H 0.691 -0.373 -4.305
O 2.961 1.068 0.311
H 2.637 1.591 1.017
H 2.167 0.743 -0.093
O -3.921 1.081 -1.211
H -3.585 1.933 -0.902
H -4.247 0.684 -0.405
O -0.215 2.854 -2.850
H 0.071 2.176 -2.265
H -1.173 2.778 -2.867
O -1.675 2.381 3.317
H -2.295 3.079 3.028
H -1.275 1.953 2.537
O -2.144 -0.557 -2.645
H -2.728 -0.045 -2.143
H -1.349 -0.571 -2.098
O 2.536 -1.098 2.423
H 2.405 -1.969 2.090
H 3.162 -1.218 3.144
O 1.235 2.586 1.978
H 0.491 2.073 1.677
H 0.953 3.467 2.232
O -2.863 -2.231 -0.563
H -2.710 -1.856 -1.432
H -3.077 -1.491 -0.012
O 1.719 -3.479 1.371
H 0.785 -3.485 1.460
H 1.862 -4.290 1.907
O 2.145 0.855 -2.444
H 1.564 0.068 -2.170
H 2.214 1.428 -1.687
O -0.283 -3.691 -1.257
H -0.391 -2.720 -1.239
H -1.169 -3.998 -1.468
O -3.005 -0.312 1.454
H -2.782 -1.014 2.036
H -2.196 0.124 1.226
O 4.565 -1.280 0.471
H 3.849 -0.797 0.872
H 4.778 -1.942 1.115
O -0.061 -0.530 2.800
H 0.811 -0.794 2.618
H -0.239 0.004 2.003

The charge is -2. The HOMO-LUMO gap is 7.150 eV. The value obtained for the strongest force on any atom is 4.38 eV/A. Its total energy is -1681.4829 a.u. The spin multiplicity is 1. For the energy relative to the best compared isomer or geometry (same formula, charge and spin), the calculation gives 10.1 kcal per mole. For the HOMO energy, the calculation gives -2.79 eV.